Here is a 12-piece molecular cluster, C6H38N2O11 overall from OMol25. Energies are from wB97M-V/def2-TZVPD.

Properties
Net charge = 0
HOMO-LUMO gap = 8.4 eV
E = -1188.41074 Eh
SMILES = CCCCCNCN.O.O.O.O.O.O.O.O.O.O.O
HOMO level = -0.309 Ha

Each line ends with the natural charge from an NBO analysis.
Cartesian coordinates (Å):
C  -0.2634  0.9552  -0.1640  -0.640
C  0.1782  1.0659  -1.6363  -0.417
C  -0.4172  0.0779  -2.6582  -0.391
C  -1.0398  -1.2465  -2.0588  -0.427
C  -0.2158  -2.1974  -1.1912  -0.227
N  1.0898  -2.5889  -1.7149  -0.661
C  2.3672  -2.0435  -1.2970  -0.045
N  2.8534  -1.0388  -2.2614  -0.911
H  0.6915  1.1908  0.3162  0.247
H  -0.9398  1.8247  -0.0085  0.175
H  -0.7616  0.0707  0.0076  0.208
H  0.0908  2.0686  -2.0481  0.251
H  1.3074  0.9270  -1.6545  0.173
H  0.2205  -0.0810  -3.4236  0.191
H  -1.2086  0.7692  -3.2800  0.174
H  -1.9417  -0.7832  -1.4129  0.190
H  -1.4778  -1.7074  -2.9882  0.220
H  -0.8325  -3.0672  -1.0253  0.199
H  -0.0558  -1.7491  -0.1232  0.210
H  1.1551  -2.5404  -2.7275  0.354
H  2.4215  -1.5914  -0.3452  0.175
H  3.1727  -2.8946  -1.1539  0.175
H  3.3698  -1.5380  -2.9906  0.374
H  2.2203  -0.3004  -2.5267  0.381
O  -4.1417  -0.6232  1.1804  -1.006
H  -3.8774  -0.0843  0.3213  0.495
H  -3.8058  -0.1907  1.9490  0.463
O  -1.6595  -2.2954  1.2049  -0.979
H  -2.3172  -1.5860  1.3217  0.499
H  -2.1311  -3.1016  1.3706  0.486
O  3.3840  1.7342  -0.3764  -0.984
H  4.1184  2.3794  -0.5821  0.492
H  3.5403  0.8522  -0.7980  0.500
O  -1.4181  3.3158  -2.2209  -0.948
H  -2.2893  3.3397  -2.5822  0.482
H  -1.5616  3.8058  -1.3499  0.473
O  1.4250  0.5723  4.0801  -0.977
H  1.7586  -0.1076  4.6190  0.483
H  0.7579  0.2322  3.5125  0.498
O  3.6308  1.0451  2.2970  -1.003
H  2.6983  1.1719  2.5894  0.504
H  3.7532  1.0029  1.3853  0.485
O  -0.2237  -1.6354  3.3901  -0.978
H  -0.4474  -1.8395  2.5484  0.489
H  0.3920  -2.1875  3.8130  0.482
O  -3.4443  1.1173  -0.5337  -0.934
H  -2.6243  1.1399  -0.0505  0.495
H  -3.9285  1.9528  -0.2015  0.504
O  -1.4820  2.0429  3.6481  -0.961
H  -1.7168  1.4937  4.3928  0.480
H  -0.8513  2.7136  3.9344  0.482
O  2.8711  -1.4492  3.4389  -0.984
H  3.4375  -0.6740  3.4295  0.505
H  2.7741  -1.7694  2.5529  0.471
O  -3.2227  1.3943  -3.4290  -0.933
H  -2.9095  0.9726  -2.6264  0.488
H  -2.4732  1.6831  -3.8624  0.455

---

Here is a 9-piece molecular cluster, C49H135N13O22P8 overall from OMol25. Energies are from wB97M-V/def2-TZVPD.

Properties
Net charge = -1
Spin multiplicity = 2
HOMO-LUMO gap (alpha / beta) = 1.7 / 6.0 eV
E = -7046.13277 Eh
HOMO level (alpha / beta) = -0.001 / -0.156 Ha

Each line ends with the Mulliken spin population.
Cartesian coordinates (Å):
O  -6.9434  4.1893  -0.8712  0.006
P  -6.2111  5.2781  -1.5559  0.002
N  -4.5616  5.5191  -1.2587  -0.011
C  -4.1493  5.7718  0.1162  -0.009
C  -3.5303  4.5336  -1.9446  0.011
N  -6.8168  6.8576  -1.2015  -0.002
C  -8.2851  6.9487  -1.0597  0.000
C  -6.1775  8.1826  -1.3823  0.000
N  -6.2915  5.2291  -3.2335  0.000
C  -6.4172  6.4899  -3.9198  0.000
C  -7.0653  4.1573  -3.7996  0.000
H  -3.1204  6.1139  0.2274  0.000
H  -4.1947  4.8560  0.7055  0.015
H  -4.6943  6.5582  0.6385  0.002
H  -3.1797  4.8290  -2.9335  0.003
H  -3.8007  3.4913  -2.1135  0.005
H  -2.6234  4.4454  -1.3464  -0.009
H  -8.6005  7.7293  -0.3673  0.000
H  -8.7599  7.1988  -2.0084  0.000
H  -8.7278  6.0230  -0.6923  0.000
H  -6.3585  8.7826  -2.2741  0.000
H  -6.5208  8.8333  -0.5780  0.000
H  -5.1040  8.0477  -1.2504  0.000
H  -5.5531  7.0908  -3.6363  0.000
H  -6.4774  6.2995  -4.9914  0.000
H  -7.3906  6.9112  -3.6687  0.000
H  -8.1350  4.3541  -3.7288  0.000
H  -6.7462  3.2252  -3.3331  0.000
H  -6.6893  4.0360  -4.8155  0.000
O  -2.7988  -5.1499  3.1750  -0.003
P  -3.4477  -4.4826  4.3117  0.004
N  -4.3838  -5.4903  5.3727  -0.002
C  -4.8400  -6.8206  4.9901  0.000
C  -5.3275  -4.8930  6.3507  0.001
N  -4.5692  -3.3001  3.8804  -0.019
C  -5.7498  -3.6605  3.0316  0.077
C  -4.5970  -1.9482  4.6448  -0.001
N  -2.3415  -3.8343  5.4879  0.002
C  -1.3954  -2.7125  5.2040  -0.009
C  -1.8617  -4.7403  6.5589  0.000
H  -5.7369  -6.5475  4.4341  0.000
H  -4.8238  -7.5570  5.7936  0.000
H  -4.1835  -7.1530  4.1860  0.001
H  -5.3736  -5.4365  7.2944  0.000
H  -6.3723  -4.8460  6.0438  0.000
H  -5.1103  -3.8354  6.5002  -0.001
H  -6.6125  -3.8592  3.6675  0.000
H  -5.9513  -2.8270  2.3587  -0.042
H  -5.3847  -4.4624  2.3899  0.009
H  -5.5550  -1.4591  4.4678  -0.005
H  -4.7294  -2.1003  5.7160  0.000
H  -3.8636  -1.1562  4.4930  0.010
H  -1.0505  -2.0675  6.0122  0.001
H  -0.5414  -3.0907  4.6421  0.000
H  -1.7376  -1.9756  4.4774  0.005
H  -2.0940  -4.1799  7.4645  0.000
H  -0.8122  -4.9273  6.3316  0.000
H  -2.1536  -5.7819  6.6927  0.000
O  5.8348  -1.9561  3.6631  0.000
P  6.8165  -2.2022  2.5879  0.000
N  8.1370  -3.1015  2.9538  0.000
C  9.0385  -3.5124  1.9205  0.000
C  8.5673  -3.3113  4.3170  0.000
N  7.3785  -0.7045  1.9127  0.000
C  8.6305  -0.1449  2.4656  0.000
C  6.4606  0.4490  1.6500  0.001
N  6.0976  -3.0178  1.3081  0.000
C  6.0906  -2.5663  -0.1177  0.000
C  5.4665  -4.2694  1.6037  0.000
H  10.0654  -3.4165  2.2732  0.000
H  9.1132  -2.7796  1.1171  0.000
H  8.8098  -4.5069  1.5375  0.000
H  9.1497  -4.2210  4.4628  0.000
H  7.6736  -3.3228  4.9410  0.000
H  9.1772  -2.4442  4.5706  0.000
H  9.3663  -0.9485  2.4373  0.000
H  9.0673  0.6551  1.8679  0.000
H  8.4936  0.3122  3.4456  0.000
H  5.5257  0.1297  1.1894  0.000
H  6.3659  0.8311  2.6664  0.000
H  7.0509  1.1996  1.1244  0.000
H  5.4157  -3.1569  -0.7372  0.000
H  5.8599  -1.5041  -0.1988  0.000
H  7.0415  -2.7184  -0.6283  0.000
H  6.1019  -5.1491  1.7054  0.000
H  4.8354  -4.6421  0.7969  0.000
H  4.9394  -4.1076  2.5440  0.000
O  0.4726  4.4558  1.3686  0.001
P  0.7185  5.0808  2.7414  0.004
N  -0.5224  4.8061  3.8416  -0.013
C  -1.6881  5.6717  3.6075  0.004
C  -0.8207  3.4079  4.1450  0.000
N  0.9069  6.7788  2.6150  -0.001
C  1.1119  7.6827  3.7806  0.000
C  1.1916  7.4047  1.2984  0.000
N  2.0852  4.4738  3.5339  0.000
C  2.3310  4.7699  4.9403  0.000
C  2.8909  3.4622  2.8632  0.000
H  -1.8756  5.7569  2.5372  -0.001
H  -1.4672  6.6494  4.0358  0.000
H  -2.6102  5.2132  3.9647  0.001
H  -1.6278  2.9585  3.5664  0.016
H  -1.0687  3.2204  5.1897  0.003
H  0.0192  2.7133  4.1337  0.005
H  2.1041  7.6209  4.2276  0.000
H  0.8142  8.6994  3.5240  0.000
H  0.4757  7.2841  4.5709  0.000
H  0.5574  8.2498  1.0307  0.000
H  2.2263  7.7463  1.2691  0.000
H  1.4351  6.7503  0.4613  0.001
H  3.3620  5.1114  5.0325  0.000
H  1.5622  5.4519  5.3035  0.000
H  2.1196  3.8294  5.4490  0.000
H  2.7018  3.5589  1.7941  0.000
H  2.5288  2.4652  3.1139  0.000
H  3.9571  3.6608  2.9726  0.000
C  -4.2538  -0.7156  1.0933  -0.059
N  -4.1568  -0.3874  -0.2845  0.425
O  -3.3746  -1.0000  -0.9527  0.234
O  -4.9896  0.4216  -0.6418  0.246
H  -5.2952  -0.7308  1.4145  0.008
H  -3.5161  -0.1475  1.6600  0.082
H  -3.9569  -1.7612  1.1761  0.011
C  2.5683  -6.9199  -3.0155  0.000
C  1.1906  -7.3341  -3.5324  0.000
O  0.4614  -7.7123  -2.4124  0.000
P  -1.1041  -7.5338  -2.3311  0.004
O  -1.5906  -6.2090  -2.7392  -0.002
O  -1.7854  -8.6339  -3.2752  0.000
C  -1.9871  -8.4677  -4.5810  0.001
C  -1.1935  -9.5023  -5.3225  0.000
O  -1.5635  -7.8921  -0.7628  -0.002
C  -0.9192  -7.4504  0.3850  -0.001
C  0.3728  -8.2042  0.6579  0.000
H  3.0838  -7.8462  -2.7620  0.000
H  3.1851  -6.3099  -3.6755  0.000
H  2.3553  -6.2864  -2.1545  0.000
H  0.6597  -6.5889  -4.1247  0.000
H  1.4298  -8.1580  -4.2046  0.000
H  -3.0532  -8.4895  -4.8070  0.000
H  -1.5616  -7.4875  -4.7961  0.000
H  -1.3427  -9.3742  -6.3946  0.000
H  -0.1919  -9.5641  -4.8971  0.000
H  -1.5828  -10.5051  -5.1471  0.000
H  -0.4405  -6.4838  0.2279  0.000
H  -1.5345  -7.3148  1.2744  0.001
H  0.7279  -7.9632  1.6599  0.000
H  0.3908  -9.2870  0.5337  0.000
H  1.0820  -7.7467  -0.0319  0.000
C  6.1482  0.9270  -2.7215  0.000
C  5.1385  1.9138  -2.1969  0.000
O  4.9028  2.8660  -3.2609  0.000
P  3.5467  2.6190  -4.2119  -0.001
O  3.3667  1.2241  -4.6220  0.000
O  2.3762  3.4579  -3.4211  0.000
C  2.3018  3.5143  -1.9963  -0.001
C  1.2900  4.5774  -1.7461  0.002
O  3.8644  3.6154  -5.5116  0.000
C  3.0492  3.5115  -6.7774  0.000
C  1.9239  4.4828  -6.7109  0.000
H  5.6373  0.2403  -3.3964  0.000
H  7.0305  1.2672  -3.2636  0.000
H  6.6482  0.3380  -1.9525  0.000
H  4.2332  1.3526  -1.9651  0.000
H  5.4372  2.3812  -1.2586  0.000
H  2.0055  2.6089  -1.4665  0.000
H  3.1382  3.8993  -1.4130  0.000
H  1.5207  4.8838  -0.7258  0.000
H  1.6002  5.4639  -2.2994  0.000
H  0.2330  4.4392  -1.9733  0.001
H  3.7782  3.8994  -7.4889  0.000
H  2.6611  2.5071  -6.9466  0.000
H  2.2559  5.1761  -5.9381  0.000
H  1.7514  4.9637  -7.6738  0.000
H  0.9794  3.9715  -6.5248  0.000
C  0.4788  0.0790  -9.3549  0.000
C  0.7007  -0.0758  -7.8940  0.000
O  -0.5390  -0.5275  -7.4659  0.000
P  -0.8103  -0.6131  -5.8772  -0.001
O  0.4004  -1.0060  -5.0606  0.000
O  -2.0790  -1.5587  -5.5850  -0.005
C  -2.4914  -1.9463  -4.3193  -0.012
C  -3.9926  -2.2438  -4.3415  0.046
O  -1.4452  0.8914  -5.5938  0.001
C  -1.1321  1.4270  -4.3553  -0.053
C  -1.5703  2.8730  -4.2338  -0.004
H  -0.4397  0.6494  -9.4932  0.000
H  1.2292  0.5741  -9.9714  0.000
H  0.1891  -0.8595  -9.8274  0.000
H  1.5963  -0.6225  -7.5989  0.000
H  0.9474  0.9139  -7.5097  0.000
H  -1.8153  -2.6343  -3.8117  -0.008
H  -2.4454  -1.0222  -3.7431  0.012
H  -4.2865  -3.0245  -5.0431  -0.002
H  -4.3907  -2.5103  -3.3624  -0.013
H  -4.5622  -1.3279  -4.4987  0.000
H  -1.6069  0.9237  -3.5130  0.052
H  -0.0885  1.2632  -4.0869  -0.003
H  -2.5718  2.9869  -4.6487  -0.001
H  -1.5525  3.0008  -3.1515  0.006
H  -0.8533  3.5754  -4.6588  0.001
C  1.4218  -3.2871  0.8888  -0.001
C  1.7562  -2.5785  2.1001  0.000
O  0.6655  -1.9257  2.6229  0.000
P  0.6033  -0.3135  2.7628  0.019
O  -0.5489  0.1548  3.5929  -0.022
O  0.7651  0.2104  1.1917  0.011
C  0.3006  1.5185  0.8365  0.006
C  -0.7019  1.2995  -0.2985  -0.092
O  2.1040  0.1065  3.4743  0.005
C  2.3175  -0.4172  4.7975  0.000
C  2.0048  0.5047  5.9083  -0.002
H  0.9926  -2.5393  0.2220  0.001
H  2.1617  -3.8042  0.2779  0.000
H  0.6140  -3.9713  1.1486  0.001
H  2.1571  -3.3470  2.7610  0.000
H  2.4483  -1.7419  2.0045  -0.001
H  -0.0081  1.9942  1.7674  0.006
H  1.1469  2.1154  0.4967  -0.004
H  -0.9608  2.2487  -0.7677  0.020
H  -0.2243  0.6363  -1.0197  -0.004
H  -1.6213  0.8323  0.0544  0.035
H  1.7601  -1.3263  5.0230  0.000
H  3.3520  -0.7605  4.7951  0.000
H  0.9589  0.8113  5.8929  0.002
H  2.2166  -0.0462  6.8247  0.000
H  2.5790  1.4308  5.8788  0.000

---

Here is C23H43BiN2OP3Se as an isolated structure from OMol25. Energies are from wB97M-V/def2-TZVPD.

Properties
Net charge = +3
HOMO-LUMO gap (alpha / beta) = 4.6 / 5.4 eV
E = -4725.95596 Eh
HOMO level (alpha / beta) = -0.617 / -0.618 Ha

Each line ends with the Löwdin charge.
Cartesian coordinates (Å):
Bi  -0.0596  -1.1961  -0.8868  1.200
P  0.2406  1.2647  1.0234  0.687
P  -2.7358  0.1224  -0.4641  0.756
P  2.6096  -0.5398  -0.9954  0.687
H  -1.4558  -3.7861  -5.9737  0.056
C  -0.8221  -4.4380  -5.3383  -0.057
C  -0.5410  -4.2600  -4.0463  -0.098
H  -0.9718  -3.4858  -3.4294  -0.024
C  0.1802  3.0060  0.4216  -0.274
C  -0.9688  1.4494  2.3918  -0.243
C  1.7271  1.5191  2.0755  -0.263
C  -3.7422  -0.7212  -1.7476  -0.233
C  -3.8802  -0.0306  0.9475  -0.223
C  -3.0322  1.8981  -0.8358  -0.249
C  3.3249  -1.5203  -2.3595  -0.233
C  3.5991  -1.0156  0.4566  -0.222
C  3.1521  1.1713  -1.3451  -0.231
H  -0.4486  -5.3163  -5.8972  0.076
H  0.1414  -4.9856  -3.5570  0.067
H  0.3879  3.6069  1.3178  0.063
H  -0.7947  3.2885  0.0143  0.027
H  0.9599  3.1908  -0.3270  0.034
H  -0.4843  2.1290  3.1072  0.068
H  -1.1751  0.4953  2.8849  0.032
H  -1.9098  1.9087  2.0684  0.036
H  1.5384  2.4816  2.5679  0.059
H  2.6607  1.6007  1.5133  0.021
H  1.8142  0.7413  2.8416  0.040
H  -4.6689  -0.1570  -1.8983  0.076
H  -3.9830  -1.7466  -1.4362  0.072
H  -3.1817  -0.7560  -2.6937  0.035
H  -4.8922  -0.1382  0.5473  0.085
H  -3.8321  0.8297  1.6213  0.062
H  -3.6843  -0.9534  1.5204  0.007
H  -4.1114  2.0297  -0.9833  0.085
H  -2.4986  2.1822  -1.7529  -0.007
H  -2.7126  2.5430  -0.0098  0.037
H  4.3526  -1.1814  -2.5427  0.075
H  2.7324  -1.3739  -3.2770  0.054
H  3.3379  -2.5869  -2.1039  0.072
H  4.6131  -1.2622  0.1213  0.083
H  3.1580  -1.9045  0.9211  0.045
H  3.6545  -0.2104  1.1968  0.043
H  4.1500  1.1123  -1.7954  0.080
H  3.2013  1.8022  -0.4520  0.044
H  2.4699  1.6389  -2.0713  -0.009
C  0.0658  0.8212  -4.4245  -0.625
C  -0.5394  -0.3741  -4.8690  -0.131
C  -0.1637  -0.9096  -6.0780  -0.033
C  0.6863  -0.2128  -6.9394  0.022
C  1.2106  1.0392  -6.5601  -0.008
C  0.8878  1.5580  -5.3074  -0.083
Se  -0.1198  1.3725  -2.6664  0.838
H  -0.1210  -1.8607  -2.5645  -0.137
H  -1.2267  -0.9309  -4.2205  0.071
H  -0.5482  -1.8994  -6.3508  0.100
H  0.9180  -0.6572  -7.9070  0.139
H  1.8694  1.6006  -7.2265  0.135
H  1.2953  2.5107  -4.9651  0.118
N  -3.5424  -3.2572  4.7116  0.204
C  -3.1968  -2.6447  3.5380  -0.446
O  -4.0832  -2.3010  2.7399  0.028
C  -1.7422  -2.3601  3.3335  -0.106
C  -0.9155  -1.9640  4.3948  0.022
C  0.4140  -1.6803  4.1347  -0.008
C  0.8788  -1.7504  2.8130  -0.145
N  0.0807  -2.0769  1.7886  -0.064
C  -1.2037  -2.3957  2.0378  -0.119
H  -4.5103  -3.5608  4.7674  0.141
H  -2.8387  -3.7999  5.1750  0.115
H  -1.3466  -1.8564  5.3913  0.143
H  1.1032  -1.3887  4.9267  0.134
H  1.9230  -1.5360  2.5627  0.091
H  -1.8165  -2.6559  1.1654  0.105